[1]
C25H30AuN5O5PTe | wB97M-V/def2-TZVPD

Last column: Mulliken charge in e.
Positions of all 68 atoms, in Å:
Au1 0.5255 1.6976 -0.4526  0.7898
N1 0.1510 -2.2356 -1.9864  -0.0373
C1 -1.2014 -1.9996 -1.9039  -0.5149
C2 -1.3286 -0.7501 -1.3989  -0.6654
N2 -0.0770 -0.2338 -1.1631  0.3004
C3 0.8064 -1.1447 -1.5530  0.8402
C4 2.2479 -0.9703 -1.4775  -0.5604
N3 2.7944 0.2055 -1.2914  0.0352
C5 4.1408 -0.0091 -1.2061  -0.5215
C6 4.4079 -1.3367 -1.3638  -0.6102
N4 3.1906 -1.9430 -1.5455  -0.0008
H1 0.5690 -3.0789 -2.3403  0.1945
H2 -1.9328 -2.7348 -2.1852  0.4240
H3 -2.2226 -0.2160 -1.1388  0.4463
H4 4.8304 0.7938 -1.0100  0.5193
H5 5.3269 -1.8951 -1.3571  0.4484
H6 3.0469 -2.9330 -1.6463  0.2099
C7 -1.4886 4.7735 -4.2421  -1.0519
C8 -0.0111 5.0656 -4.2791  -0.2299
O1 0.5366 5.0795 -2.9119  -0.2874
P1 1.1242 3.8083 -2.2282  0.7416
O2 0.2535 2.5499 -2.3248  -0.7058
Te1 1.2909 4.0910 0.1549  -0.0386
O3 2.4766 3.4472 -2.9380  -0.1134
C9 3.6301 4.3347 -2.9065  -0.1546
C10 4.7964 3.5897 -3.5012  -1.1004
H7 -1.9056 4.9141 -5.2398  0.3959
H8 -1.9943 5.4570 -3.5614  0.3000
H9 -1.6818 3.7491 -3.9270  0.2278
H10 0.2049 6.0590 -4.6624  0.3576
H11 0.5458 4.3342 -4.8661  0.2826
H12 3.8180 4.6105 -1.8662  0.3168
H13 3.3840 5.2327 -3.4743  0.2922
H14 4.9541 2.6500 -2.9727  0.1697
H15 5.6980 4.1954 -3.4110  0.3980
H16 4.6277 3.3764 -4.5556  0.3150
C11 -4.6963 -3.1142 5.0288  -1.5409
C12 -4.3418 -2.2369 3.8594  1.0197
C13 -5.3495 -1.7127 3.0601  -0.8222
C14 -5.0521 -0.8613 2.0079  -0.8992
C15 -3.7315 -0.5756 1.7187  -0.7120
C16 -2.7059 -1.1155 2.4916  -0.1439
N5 -1.3693 -0.7743 2.1484  0.2180
C17 -0.3454 -1.6564 1.9239  0.6019
C18 -0.6062 -3.0346 1.8001  -0.3986
C19 0.4152 -3.9458 1.6444  -0.8959
C20 1.7476 -3.5331 1.6079  -0.9284
C21 2.0163 -2.1839 1.6970  -0.7826
C22 0.9988 -1.2313 1.8195  0.7830
C23 1.4415 0.1864 1.7341  0.3502
O4 2.5818 0.5364 1.8916  -0.5867
O5 0.4577 1.0850 1.4352  -0.8969
C24 -3.0010 -1.9138 3.6013  0.9464
C25 -1.9335 -2.3791 4.5527  -1.6627
H17 -5.7452 -3.4024 4.9914  0.3942
H18 -4.5264 -2.5961 5.9756  0.3503
H19 -4.0932 -4.0229 5.0499  0.3224
H20 -6.3807 -1.9615 3.2786  0.3822
H21 -5.8456 -0.4325 1.4100  0.3942
H22 -3.4810 0.0834 0.8970  0.4783
H23 -1.1322 0.2054 2.0848  0.1888
H24 -1.6324 -3.3742 1.8416  0.6452
H25 0.1715 -4.9983 1.5637  0.4562
H26 2.5502 -4.2532 1.5239  0.4834
H27 3.0335 -1.8145 1.6595  0.5683
H28 -1.7480 -3.4530 4.4689  0.3735
H29 -2.2421 -2.1868 5.5809  0.5624
H30 -0.9898 -1.8664 4.3852  0.3384

Forces on the atoms, in the same order (eV/Å):
Au -0.509 -0.016 -0.007
N 0.018 0.029 -0.106
C -0.017 -0.082 0.068
C -0.045 0.053 0.251
N 0.323 -0.047 -0.295
C -0.084 -0.091 0.247
C -0.038 0.133 -0.049
N -0.115 0.194 0.122
C -0.057 0.004 0.048
C -0.011 -0.074 -0.033
N 0.015 -0.079 -0.039
H 0.018 0.006 -0.007
H -0.002 0.008 -0.009
H -0.043 0.065 -0.051
H 0.007 -0.011 -0.027
H -0.001 0.001 -0.007
H -0.014 -0.011 0.095
C -0.016 0.005 -0.005
C 0.089 0.006 -0.012
O -0.180 -0.112 -0.008
P 0.274 0.188 -0.012
O 0.171 -0.086 0.199
Te 0.008 -0.190 -0.036
O 0.002 0.043 -0.009
C -0.035 0.020 -0.018
C 0.014 0.006 0.005
H 0.006 -0.018 -0.003
H 0.000 0.012 -0.012
H 0.004 0.003 0.015
H -0.009 0.010 0.016
H -0.009 0.005 -0.014
H 0.003 -0.016 0.004
H 0.016 0.014 0.010
H 0.005 0.014 -0.003
H -0.005 0.004 -0.011
H -0.013 -0.018 0.007
C -0.003 0.002 0.008
C 0.002 0.002 0.014
C 0.005 -0.005 -0.009
C 0.009 -0.002 -0.001
C 0.015 -0.025 0.002
C 0.007 -0.012 -0.055
N 0.020 0.070 0.069
C -0.116 0.027 -0.018
C -0.035 0.023 -0.021
C 0.023 0.001 -0.013
C -0.027 -0.020 -0.016
C -0.005 0.057 -0.038
C 0.090 -0.063 -0.108
C 0.089 0.151 0.258
O 0.024 -0.020 -0.122
O 0.129 -0.070 -0.235
C -0.006 0.021 0.026
C 0.004 -0.002 0.011
H -0.001 0.006 0.004
H 0.006 -0.003 -0.001
H -0.003 -0.003 -0.008
H 0.000 0.001 0.001
H -0.001 -0.005 0.000
H 0.029 -0.010 -0.041
H -0.020 -0.092 -0.033
H -0.005 0.001 0.008
H 0.000 0.002 0.003
H 0.002 -0.005 0.012
H 0.002 0.008 -0.005
H 0.000 0.001 -0.014
H 0.000 -0.016 0.001
H -0.006 0.006 0.011

Summary:
HOMO: -9.9 eV
E_tot: -64371.6401 eV
lowest unoccupied orbital energy: -4.51 eV
gap between HOMO and LUMO: 0.198 Ha
spin multiplicity: 1
charge: +1

---

[2]
C25H30Br45NO4 | wB97M-V/def2-TZVPD

Last column: Mulliken charge in e.
Positions of all 105 atoms, in Å:
C1 1.5391 -3.4890 1.0347  -0.4963
N1 0.6545 -2.8765 0.0488  -0.0592
C2 1.3048 -1.9487 -0.8719  -1.2241
C3 0.9648 -0.5132 -0.6589  1.8783
C4 0.1970 0.1352 0.2194  2.0359
C5 -0.6118 -0.3774 1.3567  -0.3280
C6 -1.8237 -1.2601 0.9563  -0.2607
C7 -3.1864 -0.5829 1.1848  0.4019
C8 -4.0742 -0.3943 -0.0646  -0.9225
O1 -3.6608 -1.1659 -1.1814  -0.6487
C9 0.2847 1.6037 -0.0989  -0.8827
O2 -0.0183 2.5089 0.6008  -0.5385
O3 0.7665 1.6792 -1.3989  -0.0585
C10 1.5346 0.5231 -1.5631  -1.2032
O4 2.4617 0.4786 -2.3069  -0.5755
H1 2.5175 -3.7536 0.6251  0.3141
H2 1.6294 -2.8226 1.8947  -0.0175
H3 1.0609 -4.3972 1.4024  0.1429
H4 0.1707 -3.5770 -0.4898  0.2908
H5 0.9836 -2.1994 -1.8885  0.5164
H6 2.3907 -2.0919 -0.8826  0.3611
H7 0.0328 -0.8390 2.1010  -0.5874
H8 -1.0213 0.5033 1.8553  0.4066
H9 -1.7749 -2.1457 1.5916  0.0730
H10 -1.6599 -1.6176 -0.0546  0.5213
H11 -3.7540 -1.1698 1.9088  -0.4746
H12 -3.0532 0.3884 1.6613  0.0985
H13 -4.1624 0.6457 -0.3562  0.6030
H14 -5.0914 -0.6962 0.1983  0.2289
H15 -3.7145 -2.1030 -0.9679  0.2540
C11 6.0744 -0.9721 0.3490  -0.3418
Br1 7.4577 -0.0195 1.2735  -0.0416
Br2 6.6848 -2.6607 -0.3324  -0.0447
Br3 4.5198 -1.1802 1.4686  0.1132
H16 5.7790 -0.3720 -0.5009  0.3069
C12 4.1280 3.1864 1.7065  -0.3121
Br4 3.4093 4.9083 2.1628  -0.0433
Br5 3.0338 2.2944 0.3984  0.1529
Br6 5.9502 3.2958 1.1140  0.0661
H17 4.1169 2.5883 2.6068  0.3005
C13 -0.4432 2.9530 -4.6564  -0.0420
Br7 -1.8129 2.2190 -3.5342  -0.0381
Br8 -0.8811 2.7998 -6.5236  0.0566
Br9 -0.0164 4.7635 -4.1892  0.0210
H18 0.4479 2.3655 -4.4920  -0.0431
C14 -6.6691 0.1442 -3.7557  -0.2982
Br10 -6.0748 0.8999 -5.4266  -0.0552
Br11 -7.6206 -1.5008 -4.0109  -0.0362
Br12 -5.1998 -0.1201 -2.4910  0.2599
H19 -7.3733 0.8488 -3.3343  0.1755
C15 2.9566 4.0918 -7.1506  -0.1339
Br13 2.9332 3.0378 -5.5470  0.0853
Br14 3.5205 5.8931 -6.8016  -0.0037
Br15 4.0195 3.2682 -8.5264  -0.0700
H20 1.9386 4.1374 -7.5149  0.1409
C16 -0.7167 1.0567 -10.2329  -0.3354
Br16 1.0145 1.8555 -9.9845  0.0467
Br17 -2.1185 2.2034 -9.5898  -0.0614
Br18 -1.0093 0.5310 -12.0570  -0.0522
H21 -0.7413 0.1590 -9.6328  0.3804
C17 0.4133 -0.1531 5.2572  -0.4923
Br19 1.8003 -0.3505 3.9356  -0.0376
Br20 -0.8730 1.1763 4.7448  0.0509
Br21 -0.4250 -1.8389 5.6116  0.0049
H22 0.8802 0.1864 6.1701  0.4672
C18 -4.7679 -3.3432 5.6281  -0.3419
Br22 -3.6891 -4.3901 6.8225  -0.0569
Br23 -5.7275 -1.9595 6.5556  -0.1048
Br24 -3.7324 -2.6227 4.1823  0.1401
H23 -5.5049 -4.0048 5.1972  0.4129
C19 -6.9583 0.1259 3.2508  -0.1749
Br25 -5.3257 1.1333 3.2571  0.1267
Br26 -8.4152 1.1352 3.9892  -0.0327
Br27 -7.3741 -0.5523 1.4976  -0.0306
H24 -6.8047 -0.7292 3.8944  0.1463
C20 -3.7696 3.0093 6.9299  -0.3675
Br28 -3.3337 3.8271 5.2426  -0.0860
Br29 -4.5012 1.2485 6.6973  0.0701
Br30 -2.2653 2.9982 8.1259  -0.0255
H25 -4.5337 3.6212 7.3859  0.3808
C21 1.1221 -5.9023 4.1482  -0.3960
Br31 1.9946 -7.0602 2.8906  0.0110
Br32 2.2263 -4.4145 4.6486  -0.0149
Br33 -0.5945 -5.3128 3.4971  -0.0087
H26 0.9374 -6.4785 5.0427  0.4299
C22 0.5703 -10.4837 0.5383  -0.2992
Br34 2.2911 -9.6218 0.5351  -0.0603
Br35 -0.7676 -9.4052 1.3971  -0.0176
Br36 0.0393 -10.9949 -1.2341  -0.0194
H27 0.6707 -11.3899 1.1168  0.3624
C23 9.8816 4.5237 0.8034  -0.0777
Br37 9.2623 2.8496 0.0807  -0.0519
Br38 9.3881 6.0004 -0.3162  0.0505
Br39 9.2965 4.7729 2.6166  0.0021
H28 10.9604 4.4832 0.8212  0.0475
C24 13.2717 7.4734 0.6346  -0.3268
Br40 12.6064 8.7087 -0.6751  0.0042
Br41 12.2776 7.5661 2.2746  0.0016
Br42 13.3202 5.6762 -0.0502  -0.0143
H29 14.2900 7.7561 0.8562  0.3368
C25 -11.3675 0.3942 -4.1408  -0.3456
Br43 -10.3943 0.6172 -5.7788  -0.0027
Br44 -11.9623 -1.4184 -3.9091  -0.0035
Br45 -10.3577 1.0083 -2.6203  -0.0043
H30 -12.2491 1.0143 -4.2033  0.3449

Forces on the atoms, in the same order (eV/Å):
C -0.595 0.003 -0.038
N 0.199 0.138 -0.196
C -0.298 -0.457 -0.065
C 0.279 0.276 -0.002
C 0.172 -0.447 0.137
C -0.541 0.671 0.163
C 0.503 -0.013 0.571
C 0.066 -0.046 -0.278
C -0.010 -0.699 1.528
O 1.650 -0.167 0.934
C -1.224 -1.389 -0.076
O -0.299 0.452 -0.436
O 1.081 0.910 0.408
C -0.606 -0.282 -0.257
O -0.136 -0.050 -0.237
H 0.158 0.074 0.104
H 0.324 0.017 0.005
H 0.097 0.027 -0.037
H 0.057 -0.137 0.070
H 0.047 0.113 -0.071
H 0.091 0.191 0.058
H -0.091 -0.325 -0.259
H 0.182 0.049 0.091
H 0.018 -0.122 -0.079
H -0.271 0.061 -0.092
H -0.013 0.007 -0.081
H 0.081 -0.019 -0.048
H 0.483 0.077 -0.183
H 0.150 0.130 -0.046
H -0.136 -0.011 0.025
C -0.043 0.107 -0.020
Br 0.117 -0.209 0.015
Br -0.011 -0.029 0.013
Br -0.063 -0.077 0.010
H -0.045 0.025 0.021
C -0.025 -0.105 0.045
Br -0.014 0.024 -0.001
Br 0.880 0.380 0.207
Br -0.063 0.142 -0.010
H -0.015 -0.031 -0.006
C 0.130 -0.017 0.097
Br -0.225 -0.051 -0.033
Br -0.014 -0.012 0.097
Br -0.098 0.115 0.066
H 0.028 -0.001 0.013
C 0.242 0.565 0.341
Br 0.022 -0.047 0.014
Br -0.016 -0.143 -0.023
Br -2.230 0.216 -2.758
H -0.053 -0.010 -0.040
C -0.184 0.010 0.001
Br 0.270 -0.139 0.004
Br 0.020 0.029 0.004
Br 0.051 0.002 -0.013
H -0.010 -0.019 -0.010
C 0.039 -0.033 0.048
Br 0.012 0.007 0.009
Br -0.093 0.020 -0.165
Br 0.000 0.009 -0.028
H -0.008 -0.011 0.009
C -0.077 0.004 -0.033
Br 0.357 0.132 0.131
Br -0.017 0.070 0.045
Br -0.051 -0.044 0.088
H 0.039 -0.007 -0.001
C 0.002 -0.088 -0.057
Br 0.037 0.021 0.027
Br -0.105 -0.022 0.032
Br -0.069 0.012 -0.051
H -0.015 -0.016 0.012
C 0.040 -0.076 0.040
Br -0.155 0.116 -0.152
Br -0.029 0.015 0.011
Br -0.212 0.003 0.084
H 0.006 -0.012 0.011
C -0.062 -0.003 0.030
Br 0.017 0.008 -0.049
Br 0.151 0.035 0.224
Br 0.031 0.009 0.003
H -0.010 0.010 0.003
C 0.019 0.023 0.049
Br -0.050 0.051 0.032
Br 0.096 0.015 -0.012
Br -0.121 -0.027 0.087
H -0.013 -0.012 0.004
C -0.017 -0.016 0.034
Br 0.052 -0.065 -0.093
Br -0.020 0.021 -0.004
Br -0.005 0.003 -0.032
H 0.011 -0.008 0.013
C 0.034 0.019 0.000
Br 0.067 0.037 0.006
Br -0.026 0.031 0.001
Br -0.029 -0.015 0.023
H 0.020 0.013 0.005
C -0.031 0.043 0.026
Br -0.017 0.012 -0.019
Br -0.034 -0.011 0.014
Br 0.101 -0.060 -0.065
H 0.018 -0.013 0.000
C 0.006 0.002 -0.019
Br 0.032 0.040 -0.026
Br 0.018 -0.028 0.017
Br 0.004 0.017 0.032
H -0.013 0.008 0.015

Summary:
HOMO: -9.3 eV
E_tot: -3187997.3540 eV
lowest unoccupied orbital energy: -0.43 eV
gap between HOMO and LUMO: 0.326 Ha
spin multiplicity: 1

---

[3]
C25H30BrN6OPdSi | wB97M-V/def2-TZVPD

Last column: Löwdin spin population.
Positions of all 65 atoms, in Å:
Pd1 0.2853 -0.1466 -0.3523  1.4815
C1 3.3070 0.5227 -1.2997  0.0047
N1 2.5930 -0.6856 -0.8662  0.0876
C2 3.1568 -1.4169 0.2706  0.0204
C3 2.3960 -1.1293 1.5321  0.1172
N2 1.3121 -0.3651 1.5677  0.1562
C4 0.8973 -0.3202 2.8705  0.1770
C5 -0.1513 0.3829 3.4678  0.1185
C6 -0.3419 0.2148 4.8258  0.0296
C7 0.4853 -0.6241 5.5744  0.2723
C8 1.5493 -1.3156 5.0002  0.0747
C9 1.7610 -1.1274 3.6426  0.0738
N3 2.7001 -1.6103 2.7509  0.0084
C10 2.3854 1.7013 -1.4575  0.0089
N4 1.2377 1.8325 -0.8010  0.0988
C11 0.7238 3.0587 -1.1428  0.0075
C12 -0.4122 3.7372 -0.6888  0.0008
C13 -0.6863 4.9692 -1.2512  -0.0005
C14 0.1462 5.5323 -2.2192  0.0004
C15 1.3170 4.9055 -2.6315  0.0008
C16 1.5999 3.6687 -2.0690  0.0043
N5 2.6411 2.7747 -2.2278  0.0019
H1 3.8310 0.3557 -2.2499  0.0018
H2 4.0666 0.7882 -0.5513  0.0001
H3 2.4385 -1.3207 -1.6488  -0.0003
H4 4.2165 -1.1733 0.4257  0.0053
H5 3.0883 -2.4935 0.0830  0.0062
H6 -0.7586 1.0493 2.8746  0.0031
H7 -1.1404 0.7433 5.3226  -0.0019
H8 0.3020 -0.7321 6.6313  0.0106
H9 2.1707 -1.9708 5.5896  0.0008
H10 3.4793 -2.2059 2.9951  -0.0001
H11 -1.0309 3.3147 0.0896  0.0000
H12 -1.5553 5.5190 -0.9286  0.0000
H13 -0.1217 6.4857 -2.6449  0.0000
H14 1.9656 5.3621 -3.3614  0.0003
H15 3.4613 2.9247 -2.8009  0.0004
C17 -4.8311 2.6010 1.0105  0.0009
C18 -3.9131 1.9663 0.0342  0.0032
C19 -4.1523 2.0134 -1.3409  -0.0029
C20 -3.2776 1.3970 -2.2226  0.0033
C21 -2.1713 0.7739 -1.6801  0.0053
Br1 -0.8376 -0.0727 -2.7857  0.0943
N6 -1.9002 0.7294 -0.3778  0.0703
C22 -2.7602 1.3019 0.4613  0.0050
H16 -5.8582 2.5662 0.6573  0.0001
H17 -4.5730 3.6524 1.1432  0.0001
H18 -4.7675 2.1166 1.9802  0.0001
H19 -5.0270 2.5202 -1.7186  -0.0002
H20 -3.4442 1.3863 -3.2888  0.0015
H21 -2.5335 1.2376 1.5179  0.0004
C23 -1.9603 -4.6661 -1.1113  0.2409
Si1 -0.1206 -3.9898 -0.9504  0.1622
C24 0.9675 -5.2382 0.0210  0.0024
C25 0.2158 -4.4712 -2.8504  0.3355
O1 0.0706 -2.4872 -0.6064  0.2257
H22 -1.9202 -5.7455 -1.2021  0.0088
H23 -2.4709 -4.2452 -1.9694  0.0034
H24 -2.4583 -4.3825 -0.1920  0.0222
H25 0.5661 -6.2420 -0.0905  0.0007
H26 0.9956 -5.0065 1.0814  0.0014
H27 1.9895 -5.2613 -0.3489  0.0010
H28 -0.0419 -5.5113 -2.9982  0.0100
H29 1.2754 -4.3181 -3.0053  0.0249
H30 -0.3770 -3.8309 -3.4886  0.0083

Forces on the atoms, in the same order (eV/Å):
Pd 0.326 0.160 -0.635
C 0.281 0.430 -0.202
N -0.635 -0.259 -0.063
C -0.046 0.047 -0.091
C 0.760 -0.675 0.403
N -1.403 0.547 1.126
C 1.125 -0.371 -1.578
C -1.077 0.500 1.256
C -0.653 0.831 -1.391
C -0.167 0.000 0.459
C 1.242 -0.565 -1.571
C -0.099 -0.308 1.730
N 0.313 -0.143 -0.414
C -0.480 -0.052 0.311
N 0.574 -1.124 0.100
C -0.025 1.011 -0.434
C 0.187 -0.137 -0.225
C -0.018 -0.312 0.232
C 0.569 -0.200 -0.259
C -0.307 0.221 0.051
C -0.873 0.021 0.502
N 0.260 -0.203 -0.048
H -0.012 -0.065 0.231
H -0.102 -0.090 -0.163
H 0.118 0.167 0.296
H -0.109 -0.114 0.024
H 0.031 0.064 0.066
H -0.085 0.035 0.034
H -0.050 0.058 0.042
H -0.017 -0.039 0.186
H 0.102 -0.039 0.112
H 0.078 -0.022 -0.115
H -0.083 0.008 -0.032
H -0.113 0.071 0.048
H 0.045 0.116 -0.051
H 0.087 0.084 -0.071
H -0.089 -0.070 0.078
C -0.164 0.263 0.187
C 0.458 -0.316 -0.296
C 0.257 -0.197 0.236
C 0.256 -0.195 -0.055
C -0.026 0.166 0.265
Br -0.452 0.258 0.062
N 0.711 -0.513 -0.599
C -0.473 0.234 -0.115
H -0.072 -0.040 0.059
H -0.006 0.055 0.027
H -0.086 -0.020 0.105
H -0.112 0.040 -0.058
H -0.033 0.074 -0.052
H -0.005 -0.033 -0.005
C -0.004 0.169 -0.296
Si 0.471 -2.026 0.811
C -0.697 0.805 -0.502
C -0.197 0.090 -0.748
O 0.131 1.312 0.218
H 0.247 -0.147 -0.013
H -0.008 0.136 -0.059
H 0.029 0.209 0.325
H -0.058 -0.143 -0.022
H -0.031 0.047 0.194
H 0.161 0.047 -0.103
H -0.142 -0.192 0.244
H 0.362 0.166 0.272
H -0.167 0.166 -0.029

Summary:
HOMO (spin up / spin down): -15.9 / -15.9 eV
E_tot: -118774.1591 eV
lowest unoccupied orbital energy (spin up / spin down): -8.69 / -12.67 eV
gap between HOMO and LUMO (spin up / spin down): 0.264 / 0.118 Ha
spin multiplicity: 5
<S²>: 6.03
charge: +3

---

Number 1: largest force on an atom 0.010 hartree/bohr. Number 2: largest force on an atom 0.069 hartree/bohr. Number 3: largest force on an atom 0.043 hartree/bohr.